1.
This record from the OMol25 dataset describes a 2-piece molecular cluster, C2H5NO overall. The level of theory is the ωB97M-V functional and the def2-TZVPD basis.

Geometry as XYZ:
```
9
Properties=species:S:1:pos:R:3:forces:R:3
C -3.648 0.994 1.457 0.580 0.456 -2.569
N -3.545 -0.054 2.139 -0.501 0.781 1.182
H -4.229 1.134 0.428 0.409 -0.175 2.454
H -2.905 1.755 1.679 0.025 0.336 -0.344
H -4.360 -0.610 2.016 -0.513 -1.399 -0.723
C 4.623 -0.762 -1.941 1.256 -1.017 -0.095
O 4.049 -1.314 -2.851 0.219 0.849 0.979
H 4.389 -0.894 -0.852 -0.568 0.156 -0.610
H 5.625 -0.249 -2.075 -0.907 0.012 -0.275
```
Positions in Å, forces in eV/Å.

## Properties
lowest unoccupied orbital energy	0.76	eV
E_tot	-209.11362	Ha
2S+1	1
ΔE to the lowest compared entry with this formula, charge and spin	2.958	eV
Kohn-Sham gap	10.83	eV
SMILES	C=N.C=O

=====

2.
This record from the OMol25 dataset describes an isolated ion of composition C9H10O4PS and charge -1. The level of theory is the ωB97M-V functional and the def2-TZVPD basis.

Geometry as XYZ:
```
25
Properties=species:S:1:pos:R:3:forces:R:3
C 1.009 -2.344 0.698 -0.694 0.158 0.204
C 2.111 -1.839 0.219 1.656 0.493 -0.053
C 2.629 -0.544 0.727 1.882 0.822 0.343
P 2.652 0.732 -0.620 0.760 -0.083 -0.715
O 3.977 1.378 -0.735 0.149 0.073 0.726
O 1.895 0.431 -1.856 -0.622 -0.629 0.205
S 1.316 2.169 0.367 -0.218 0.994 1.954
O 1.202 2.074 1.833 0.346 -0.835 -0.335
O 1.706 3.475 -0.066 0.212 1.322 -1.198
C -0.365 1.889 -0.121 1.468 -0.155 0.521
C -0.961 0.843 0.507 -1.479 -1.022 0.600
C -2.331 0.665 0.321 -0.512 -2.499 0.682
C -3.157 1.449 -0.487 1.844 0.117 -0.245
C -2.440 2.482 -1.125 0.243 -1.547 1.532
C -1.075 2.715 -0.921 -2.100 -0.352 -0.625
H 0.733 -3.261 0.211 -1.039 -0.409 0.631
H 0.489 -1.695 1.456 0.047 -1.465 -0.867
H 2.815 -2.364 -0.513 -1.415 0.739 0.870
H 3.713 -0.775 0.876 -0.499 0.725 0.118
H 2.269 -0.009 1.695 0.069 -1.424 -1.640
H -0.430 0.133 1.167 -0.260 0.771 -0.606
H -2.679 -0.311 0.757 -0.231 1.198 -0.285
H -4.197 1.165 -0.711 0.622 0.424 0.222
H -2.905 3.066 -1.823 -1.298 1.582 -1.620
H -0.683 3.503 -1.486 1.070 1.004 -0.417
```
Positions in Å, forces in eV/Å.

## Properties
lowest unoccupied orbital energy	3.19	eV
E_tot	-1389.51585	Ha
2S+1	1
ΔE to the lowest compared entry with this formula, charge and spin	0.000	eV
Kohn-Sham gap	8.61	eV
SMILES	C=CC[P@@](=O)([O-])S(=O)(=O)c1ccccc1
net charge	-1

=====

3.
This record from the OMol25 dataset describes C5H9NO as an isolated structure. The level of theory is the ωB97M-V functional and the def2-TZVPD basis.

Geometry as XYZ:
```
16
Properties=species:S:1:pos:R:3:forces:R:3
C -0.658 2.279 0.041 0.002 -0.122 0.026
C -1.235 1.301 0.980 -0.154 -0.127 0.290
N -1.837 0.907 1.936 0.235 0.386 -0.414
O -0.844 -0.440 0.347 0.059 -0.032 0.046
C 0.447 -0.941 0.273 0.128 0.034 0.061
C 1.183 -0.849 -1.037 0.092 0.168 -0.124
C 0.716 -2.186 -0.523 -0.064 -0.192 0.045
H 0.411 2.080 -0.069 -0.118 0.014 0.021
H -1.130 2.164 -0.937 0.031 -0.007 0.126
H -0.807 3.300 0.407 -0.031 -0.234 0.041
H -1.510 -0.223 1.489 0.166 -0.061 -0.239
H 1.053 -0.805 1.175 -0.134 -0.014 -0.128
H 0.639 -0.428 -1.879 0.046 -0.068 0.166
H 2.248 -0.627 -1.027 -0.213 -0.049 0.023
H -0.134 -2.641 -1.023 0.106 0.130 0.102
H 1.458 -2.892 -0.154 -0.150 0.175 -0.042
```
Positions in Å, forces in eV/Å.

## Properties
lowest unoccupied orbital energy	0.87	eV
E_tot	-325.77427	Ha
2S+1	1
ΔE to the lowest compared entry with this formula, charge and spin	4.443	eV
Kohn-Sham gap	9.99	eV

=====

4.
This record from the OMol25 dataset describes C26H34N4ORhSi2 as an isolated structure. The level of theory is the ωB97M-V functional and the def2-TZVPD basis.

Geometry as XYZ:
```
68
Properties=species:S:1:pos:R:3:forces:R:3
Rh -0.230 -0.012 0.742 0.770 -1.965 1.134
C 2.767 0.458 2.983 0.039 0.032 -0.111
C 2.878 -0.510 1.846 0.299 0.023 0.101
C 4.071 -1.107 1.482 -0.140 -0.027 0.181
C 4.081 -2.007 0.415 -0.185 -0.016 0.009
C 2.930 -2.277 -0.293 -0.031 -0.090 0.033
C 1.749 -1.613 0.078 0.321 0.065 0.125
N 1.758 -0.806 1.173 -0.618 1.158 -0.743
N 0.549 -1.621 -0.529 -0.758 1.710 0.780
Si -0.078 -2.763 -1.687 -0.329 -0.374 -0.351
C -0.083 -4.462 -0.847 0.056 0.254 -0.197
C 0.907 -2.831 -3.300 -0.130 0.133 0.409
C -1.833 -2.234 -2.115 0.240 -0.044 0.115
H 3.337 0.113 3.845 -0.020 -0.009 0.009
H 1.723 0.599 3.259 0.026 0.028 0.045
H 3.176 1.427 2.689 -0.035 0.012 -0.005
H 4.973 -0.890 2.036 -0.007 0.014 0.005
H 5.007 -2.495 0.140 -0.002 0.001 -0.033
H 2.922 -2.960 -1.129 0.047 0.009 -0.034
H 0.206 -5.253 -1.540 -0.025 -0.012 -0.013
H -1.079 -4.701 -0.470 -0.008 0.022 0.030
H 0.610 -4.495 -0.004 0.030 0.018 -0.005
H 1.974 -3.001 -3.157 0.019 -0.022 -0.003
H 0.790 -1.906 -3.869 -0.004 0.020 0.003
H 0.522 -3.650 -3.912 -0.021 -0.004 -0.007
H -2.551 -2.537 -1.351 0.043 -0.037 -0.023
H -2.130 -2.705 -3.054 -0.018 0.001 -0.012
H -1.916 -1.153 -2.249 0.048 0.019 -0.046
C 3.255 2.556 -3.259 -0.030 -0.001 -0.018
C 2.443 1.436 -3.158 -0.005 -0.042 -0.033
C 1.533 1.330 -2.116 0.020 0.024 -0.024
C 1.419 2.351 -1.174 -0.480 -0.353 0.442
C 2.227 3.481 -1.294 -0.022 0.038 -0.026
C 3.144 3.580 -2.329 0.016 0.066 -0.003
Si 0.229 2.288 0.300 1.252 0.498 -0.890
C -1.230 3.439 -0.002 0.033 -0.937 0.250
C -1.957 3.396 -1.195 -0.039 -0.007 -0.049
C -3.007 4.273 -1.409 -0.010 0.027 -0.097
C -3.335 5.215 -0.441 0.033 -0.084 0.087
C -2.620 5.266 0.748 -0.067 0.078 0.011
C -1.583 4.374 0.973 -0.001 -0.025 0.082
H 3.969 2.632 -4.068 0.011 0.017 0.007
H 2.519 0.644 -3.892 0.022 -0.010 0.009
H 0.917 0.441 -2.027 0.043 0.005 -0.031
H 2.129 4.292 -0.581 0.086 0.004 0.006
H 3.770 4.460 -2.409 0.008 -0.006 -0.017
H 0.964 2.951 1.423 -0.230 -0.422 0.156
H -1.681 2.690 -1.971 -0.029 -0.013 0.000
H -3.567 4.230 -2.333 0.020 0.022 -0.011
H -4.153 5.904 -0.608 0.006 0.007 -0.023
H -2.875 6.000 1.502 0.010 0.009 -0.007
H -1.027 4.424 1.903 0.003 0.013 0.000
O -0.863 0.871 3.031 0.333 0.345 -0.928
H -1.503 1.582 2.903 -0.053 -0.022 0.222
H -1.220 0.275 3.701 -0.038 -0.160 -0.150
N -0.581 -2.260 3.003 -0.024 0.226 -0.058
C -1.795 -2.192 2.380 -0.285 0.064 -0.194
C -2.872 -2.985 2.809 0.058 -0.009 -0.003
C -4.098 -2.840 2.207 0.173 -0.018 0.008
C -4.244 -1.927 1.163 -0.146 0.113 -0.060
C -3.151 -1.188 0.788 -0.199 -0.116 0.178
N -1.951 -1.300 1.386 -0.190 -0.082 -0.271
H -0.374 -3.086 3.539 0.020 0.000 0.005
H 0.197 -1.822 2.530 0.135 -0.142 0.022
H -2.711 -3.694 3.610 -0.054 0.000 0.021
H -4.940 -3.432 2.540 0.005 -0.032 -0.014
H -5.191 -1.794 0.661 0.011 0.011 -0.017
H -3.215 -0.473 -0.022 -0.004 -0.005 0.019
```
Positions in Å, forces in eV/Å.

## Properties
lowest unoccupied orbital energy (alpha / beta)	-4.35 / -4.22	eV
E_tot	-1994.78921	Ha
2S+1	1
Kohn-Sham gap (alpha / beta)	6.30 / 6.45	eV
net charge	+1

=====

5.
This record from the OMol25 dataset describes a 2-piece molecular cluster, C4H11NO3 overall. The level of theory is the ωB97M-V functional and the def2-TZVPD basis.

Geometry as XYZ:
```
19
Properties=species:S:1:pos:R:3:forces:R:3
C 5.384 -0.451 0.548 -0.069 0.291 0.735
N 3.909 -0.485 0.560 1.744 2.883 -0.422
C 3.272 -1.610 0.545 -1.348 -1.845 -1.094
O 3.785 -2.706 0.643 0.222 -0.589 0.332
C 1.789 -1.481 0.281 -1.126 -1.455 0.431
O 1.391 -0.319 -0.359 -1.524 1.757 0.654
C 0.000 0.000 0.000 0.654 0.135 -0.832
H 5.757 0.505 0.144 -0.364 -0.376 0.168
H 5.829 -1.277 -0.031 -0.557 0.282 0.230
H 5.711 -0.541 1.598 0.235 0.014 -0.501
H 3.344 0.355 0.414 0.583 -0.454 -0.068
H 1.294 -1.567 1.267 0.098 -0.098 -0.215
H 1.427 -2.314 -0.352 0.546 -0.140 0.561
H -0.286 0.890 -0.586 0.219 -0.430 0.236
H -0.142 0.223 1.071 0.404 -0.168 -0.275
H -0.668 -0.833 -0.277 0.288 0.192 0.064
O 6.573 3.129 2.056 -0.373 0.738 -0.913
H 6.894 4.044 1.886 -0.367 -0.979 0.152
H 5.905 2.966 1.352 0.735 0.243 0.756
```
Positions in Å, forces in eV/Å.

## Properties
lowest unoccupied orbital energy	0.50	eV
E_tot	-439.46173	Ha
2S+1	1
ΔE to the lowest compared entry with this formula, charge and spin	1.747	eV
Kohn-Sham gap	10.08	eV
SMILES	CNC(=O)COC.O

=====

6.
This record from the OMol25 dataset describes a 5-piece molecular cluster, C2H14O4S overall. The level of theory is the ωB97M-V functional and the def2-TZVPD basis.

Geometry as XYZ:
```
21
Properties=species:S:1:pos:R:3:forces:R:3
C -4.825 -0.290 0.014 0.171 -0.749 0.989
S -3.723 -1.662 -0.499 -0.144 0.459 0.145
C -3.900 -1.408 -2.278 -0.503 0.178 -0.247
H -5.829 -0.686 0.165 -0.216 0.238 -0.748
H -4.699 0.504 -0.705 -0.379 0.257 -0.033
H -4.592 0.074 1.019 0.590 -0.001 -0.227
H -4.819 -0.846 -2.443 -0.083 -0.100 0.004
H -3.102 -0.815 -2.722 0.230 -0.234 0.113
H -4.032 -2.360 -2.783 0.289 -0.046 -0.033
H 6.709 -0.170 -1.643 0.294 0.410 0.025
H 5.875 -0.799 -2.644 -0.084 0.143 -0.442
O 6.598 -0.147 -2.610 -0.196 -0.478 0.314
H 5.011 -0.552 0.064 0.324 -0.084 0.176
H 3.690 -0.972 0.562 -0.101 -0.183 0.266
O 4.624 -1.022 0.830 -0.244 0.200 -0.302
H -1.703 -0.301 0.021 0.202 0.049 -0.174
H -1.129 -0.532 1.365 0.395 0.145 0.024
O -0.945 -0.027 0.560 -0.537 -0.173 0.173
H 3.278 4.741 4.421 0.399 -0.099 -0.501
H 4.096 3.366 4.444 0.034 0.350 -0.488
O 3.420 3.904 4.860 -0.441 -0.280 0.966
```
Positions in Å, forces in eV/Å.

## Properties
lowest unoccupied orbital energy (alpha / beta)	2.38 / 2.39	eV
E_tot	-783.67364	Ha
2S+1	2
ΔE to the lowest compared entry with this formula, charge and spin	0.990	eV
Kohn-Sham gap (alpha / beta)	1.56 / 9.44	eV
net charge	-1